Here is a 16-piece molecular cluster, C97H198F21N9O16 overall from the Open Molecules 2025 dataset. Energies are from ωB97M-V with the def2-TZVPD basis set.

The value obtained for the gap between HOMO and LUMO is 8.068 eV. Its total charge is +2.

```
341
C97H198F21N9O16, DFT ωB97M-V with the def2-TZVPD basis set
C -23.018 -20.961 -18.381
C -22.353 -19.611 -17.973
C -20.843 -19.815 -17.934
C -20.080 -18.665 -17.240
N -18.631 -19.170 -16.982
C -17.956 -19.637 -18.180
C -16.495 -19.572 -17.879
C -16.286 -18.332 -16.955
C -17.804 -17.972 -16.632
C -18.577 -20.197 -15.816
H -22.636 -21.277 -19.394
H -24.080 -20.918 -18.263
H -22.705 -21.749 -17.657
H -22.665 -19.312 -16.979
H -22.663 -18.875 -18.675
H -20.416 -20.015 -18.885
H -20.664 -20.731 -17.406
H -20.379 -18.312 -16.244
H -19.870 -17.809 -17.867
H -18.165 -20.652 -18.461
H -18.232 -18.958 -19.030
H -16.176 -20.513 -17.278
H -15.910 -19.650 -18.753
H -15.554 -18.507 -16.134
H -15.815 -17.563 -17.534
H -18.109 -17.572 -15.674
H -18.101 -17.174 -17.314
H -17.532 -20.312 -15.576
H -19.057 -21.092 -16.145
H -19.050 -19.627 -15.034
C -31.997 -4.761 -17.912
C -32.265 -6.059 -17.088
C -31.006 -6.782 -16.714
C -30.380 -6.146 -15.465
N -28.841 -6.329 -15.371
C -28.480 -7.716 -15.736
C -27.105 -7.964 -15.125
C -27.118 -7.108 -13.842
C -28.368 -6.252 -13.916
C -28.065 -5.402 -16.225
H -31.269 -4.915 -18.725
H -31.416 -4.052 -17.291
H -32.853 -4.216 -18.274
H -32.952 -6.757 -17.492
H -32.803 -5.812 -16.163
H -30.357 -6.732 -17.587
H -31.100 -7.847 -16.498
H -30.797 -6.498 -14.578
H -30.591 -5.063 -15.458
H -28.518 -7.905 -16.798
H -29.227 -8.228 -15.165
H -26.250 -7.576 -15.779
H -27.075 -8.997 -14.925
H -26.243 -6.448 -13.780
H -26.973 -7.668 -12.911
H -28.137 -5.245 -13.694
H -29.130 -6.580 -13.246
H -27.991 -5.655 -17.315
H -27.006 -5.445 -15.975
H -28.231 -4.340 -16.117
C -35.087 -8.182 -8.218
C -34.057 -7.668 -7.286
C -32.662 -7.861 -7.851
C -32.363 -9.384 -7.825
N -31.109 -9.793 -8.400
C -30.959 -11.280 -8.011
C -30.131 -11.243 -6.691
C -29.828 -9.748 -6.404
C -29.973 -9.064 -7.771
C -31.064 -9.579 -9.861
H -36.081 -8.245 -7.693
H -34.960 -9.139 -8.640
H -35.278 -7.468 -9.060
H -34.047 -8.033 -6.269
H -34.269 -6.602 -7.119
H -31.800 -7.468 -7.259
H -32.535 -7.474 -8.805
H -33.185 -9.957 -8.188
H -32.293 -9.613 -6.747
H -30.451 -11.853 -8.782
H -31.982 -11.796 -7.966
H -29.170 -11.681 -6.836
H -30.738 -11.771 -5.958
H -28.859 -9.699 -5.983
H -30.476 -9.260 -5.643
H -29.118 -9.125 -8.412
H -30.245 -8.047 -7.700
H -30.167 -10.026 -10.264
H -31.080 -8.536 -10.104
H -31.896 -10.081 -10.321
C -25.966 -23.056 -10.547
C -25.861 -21.892 -11.449
C -24.622 -21.685 -12.256
C -24.617 -20.274 -12.835
N -23.239 -19.823 -13.415
C -22.743 -20.777 -14.472
C -21.739 -21.674 -13.768
C -21.040 -20.682 -12.817
C -22.151 -19.775 -12.300
C -23.420 -18.483 -14.118
H -26.850 -22.986 -9.877
H -24.987 -23.147 -9.995
H -26.027 -24.006 -11.055
H -25.971 -20.998 -10.823
H -26.708 -21.709 -12.158
H -24.573 -22.406 -13.088
H -23.735 -21.828 -11.614
H -24.877 -19.535 -12.135
H -25.130 -20.158 -13.783
H -22.322 -20.177 -15.297
H -23.593 -21.224 -14.981
H -21.028 -21.984 -14.504
H -22.158 -22.551 -13.272
H -20.274 -20.155 -13.368
H -20.464 -21.132 -12.007
H -21.734 -18.741 -12.148
H -22.619 -20.145 -11.341
H -23.831 -17.764 -13.384
H -24.233 -18.653 -14.828
H -22.398 -18.225 -14.416
C -27.037 -14.494 -20.230
C -28.197 -15.511 -20.051
C -29.563 -14.814 -20.326
C -30.662 -15.853 -20.187
N -32.078 -15.429 -19.993
C -32.529 -14.324 -20.879
C -34.066 -14.344 -20.821
C -34.375 -15.907 -20.786
C -33.154 -16.566 -20.242
C -32.354 -15.080 -18.565
H -27.155 -13.808 -21.101
H -26.151 -15.079 -20.293
H -26.984 -13.862 -19.284
H -28.066 -15.997 -19.105
H -28.027 -16.316 -20.773
H -29.415 -14.469 -21.327
H -29.648 -13.951 -19.659
H -30.413 -16.471 -19.339
H -30.660 -16.556 -20.976
H -32.025 -13.434 -20.559
H -32.102 -14.442 -21.879
H -34.517 -13.634 -20.064
H -34.462 -13.917 -21.763
H -35.201 -16.207 -20.219
H -34.481 -16.267 -21.815
H -33.277 -16.890 -19.233
H -32.729 -17.319 -20.887
H -32.230 -15.925 -18.001
H -33.377 -14.717 -18.353
H -31.622 -14.268 -18.231
C -23.163 -14.501 -5.046
C -22.035 -14.149 -6.018
C -22.610 -13.800 -7.412
C -21.532 -13.423 -8.412
N -21.503 -13.903 -9.839
C -20.204 -13.477 -10.413
C -20.448 -12.011 -10.680
C -21.864 -11.969 -11.216
C -22.619 -13.206 -10.698
C -21.573 -15.381 -9.833
H -22.846 -14.679 -4.016
H -23.775 -15.356 -5.442
H -23.876 -13.722 -5.026
H -21.293 -14.969 -6.084
H -21.507 -13.242 -5.696
H -23.360 -13.006 -7.335
H -23.139 -14.643 -7.725
H -20.575 -13.821 -8.025
H -21.397 -12.333 -8.500
H -19.943 -13.992 -11.337
H -19.304 -13.635 -9.814
H -19.678 -11.802 -11.442
H -20.314 -11.334 -9.819
H -21.792 -11.784 -12.272
H -22.437 -11.168 -10.815
H -22.812 -13.953 -11.424
H -23.487 -13.103 -10.091
H -21.128 -15.770 -10.726
H -22.597 -15.712 -9.695
H -21.040 -15.672 -8.911
C -26.335 -12.266 -13.213
C -26.050 -12.783 -14.675
C -26.836 -14.059 -15.007
C -28.340 -13.798 -15.036
N -29.149 -15.053 -15.184
C -30.654 -14.672 -14.961
C -30.780 -14.557 -13.483
C -29.756 -15.595 -12.906
C -28.860 -16.010 -14.065
C -28.940 -15.740 -16.491
H -25.741 -11.369 -13.117
H -26.106 -13.025 -12.425
H -27.380 -12.005 -13.040
H -24.976 -13.040 -14.779
H -26.321 -11.987 -15.398
H -26.553 -14.862 -14.289
H -26.491 -14.286 -15.999
H -28.732 -13.147 -15.833
H -28.632 -13.444 -13.983
H -31.137 -15.662 -15.293
H -31.022 -13.816 -15.589
H -31.819 -14.731 -13.153
H -30.516 -13.613 -13.064
H -30.105 -16.466 -12.380
H -29.082 -15.151 -12.176
H -29.141 -17.058 -14.421
H -27.844 -16.075 -13.670
H -29.654 -16.531 -16.646
H -28.000 -16.142 -16.426
H -29.053 -14.986 -17.264
C -30.189 -19.297 -19.018
C -30.507 -18.942 -17.562
O -31.064 -17.861 -17.247
N -30.163 -19.886 -16.671
H -29.411 -20.439 -17.045
H -34.018 -14.327 -11.019
C -30.388 -19.848 -15.246
H -29.237 -18.815 -19.217
H -31.024 -18.933 -19.644
H -30.032 -20.388 -19.186
H -31.139 -18.995 -15.062
H -29.514 -19.591 -14.628
H -30.864 -20.790 -15.098
C -34.575 -12.017 -12.215
C -34.935 -13.179 -13.104
O -34.642 -14.354 -12.730
N -35.707 -12.935 -14.155
H -25.698 -14.224 -8.617
H -36.187 -12.026 -14.176
C -36.139 -13.975 -15.063
H -35.324 -11.284 -12.092
H -33.656 -11.616 -12.692
H -34.389 -12.345 -11.232
H -35.503 -14.768 -14.770
H -36.042 -13.628 -16.103
H -37.160 -14.314 -14.845
C -26.640 -19.559 -16.348
O -27.403 -20.516 -17.215
O -25.526 -20.017 -15.797
C -26.242 -18.405 -17.253
F -25.833 -17.371 -16.564
F -25.304 -18.752 -18.123
F -27.389 -18.025 -17.946
C -26.883 -21.805 -17.278
C -27.431 -22.703 -16.220
H -27.269 -22.187 -15.247
H -28.500 -22.886 -16.231
H -26.857 -23.636 -16.272
H -25.789 -21.912 -17.154
H -27.121 -22.166 -18.250
H -27.438 -19.113 -15.710
C -33.545 -15.744 -9.706
O -34.660 -16.225 -9.055
O -33.577 -14.416 -10.124
C -32.224 -15.951 -8.963
F -32.288 -17.110 -8.242
F -31.252 -16.063 -9.920
F -31.875 -14.954 -8.135
C -35.077 -15.877 -7.809
C -35.096 -17.077 -6.789
H -34.611 -16.809 -5.789
H -36.010 -17.608 -6.618
H -34.420 -17.848 -7.249
H -36.067 -15.298 -7.830
H -34.372 -15.114 -7.285
H -33.352 -16.393 -10.567
C -19.454 -17.015 -13.581
O -19.256 -16.994 -12.132
O -19.785 -18.206 -14.098
C -20.513 -15.977 -13.829
F -21.503 -15.871 -12.933
F -19.928 -14.750 -13.882
F -21.092 -16.187 -15.031
C -17.859 -17.147 -11.848
C -17.257 -18.447 -12.242
H -17.894 -19.308 -11.966
H -17.225 -18.521 -13.331
H -16.210 -18.580 -11.837
H -17.749 -16.990 -10.763
H -17.408 -16.325 -12.459
H -18.615 -16.509 -14.115
C -25.547 -16.289 -9.111
O -24.789 -17.014 -8.121
O -24.992 -15.095 -9.351
C -25.443 -17.177 -10.364
F -24.151 -17.470 -10.754
F -26.096 -18.349 -10.280
F -25.991 -16.584 -11.474
C -25.491 -17.089 -6.870
C -24.799 -18.083 -6.018
H -25.177 -18.048 -5.004
H -25.001 -19.076 -6.378
H -23.695 -18.008 -6.054
H -26.484 -17.482 -7.137
H -25.526 -16.079 -6.393
H -26.591 -16.301 -8.849
C -26.929 -12.976 -9.240
O -27.399 -11.710 -8.966
O -26.221 -13.397 -8.119
C -28.187 -13.875 -9.529
F -28.907 -13.889 -8.353
F -29.003 -13.314 -10.409
F -27.982 -15.130 -9.842
C -26.294 -10.712 -8.741
C -26.365 -9.965 -7.453
H -26.391 -10.687 -6.657
H -25.379 -9.442 -7.368
H -27.103 -9.203 -7.407
H -26.260 -10.146 -9.670
H -25.468 -11.409 -8.717
H -26.396 -12.932 -10.160
C -31.143 -9.438 -13.585
O -32.392 -9.132 -12.841
O -30.157 -8.623 -13.324
C -30.881 -10.955 -13.349
F -31.885 -11.709 -13.876
F -29.763 -11.339 -13.990
F -30.881 -11.309 -12.054
C -32.924 -7.893 -13.121
C -33.783 -7.993 -14.404
H -33.089 -8.260 -15.249
H -34.426 -8.864 -14.171
H -34.347 -7.047 -14.611
H -32.167 -7.178 -13.183
H -33.592 -7.575 -12.352
H -31.417 -9.405 -14.716
C -30.598 -11.589 -17.798
O -31.365 -11.465 -19.134
O -30.178 -12.832 -17.556
C -29.341 -10.780 -17.794
F -28.421 -11.045 -18.658
F -29.595 -9.441 -17.853
F -28.693 -10.860 -16.543
C -31.877 -10.097 -19.296
C -33.103 -10.305 -20.228
H -32.798 -10.497 -21.288
H -33.817 -11.091 -19.853
H -33.733 -9.437 -20.252
H -31.218 -9.414 -19.816
H -32.225 -9.735 -18.380
H -31.310 -11.069 -16.990
```

Here is a 4-piece molecular cluster, C15H23NO5 overall from the Open Molecules 2025 dataset. Energies are from ωB97M-V with the def2-TZVPD basis set.

The value obtained for the gap between HOMO and LUMO (alpha / beta) is 8.062 / 3.952 eV. Its total charge is +1. Its multiplicity is 2. As for the expectation value of S²: 0.762.

```
44
C15H23NO5, DFT ωB97M-V with the def2-TZVPD basis set
O 1.792 2.520 1.221
C 2.159 1.390 0.886
O 1.307 0.602 0.215
C 1.999 -0.677 -0.103
C 3.480 -0.444 0.355
C 3.502 0.828 1.155
H 1.966 -0.790 -1.187
H 1.538 -1.510 0.428
H 4.232 -0.500 -0.432
H 3.836 -1.209 1.044
H 4.161 1.634 0.831
H 3.548 0.575 2.214
O -0.819 0.931 -2.964
C 0.160 1.626 -3.086
O 0.329 2.793 -2.460
C 1.646 3.184 -2.251
C 2.397 2.019 -2.903
C 1.472 1.397 -3.844
H 1.928 3.298 -1.204
H 1.730 4.173 -2.702
H 2.791 1.298 -2.187
H 3.243 2.510 -3.383
H 1.810 0.393 -4.101
H 1.458 1.851 -4.835
N -2.756 -3.816 1.642
C -3.368 -2.875 2.428
C -3.047 -3.123 3.754
C -2.382 -4.283 3.772
C -2.212 -4.738 2.508
H -2.730 -3.887 0.635
H -3.982 -2.126 1.950
H -3.317 -2.530 4.615
H -2.138 -4.834 4.668
H -1.682 -5.567 2.063
C -2.045 2.255 0.495
C -2.865 0.944 0.541
O -3.899 0.806 1.148
C -2.476 -0.172 -0.374
H -2.398 2.613 -0.472
H -0.989 2.028 0.353
H -2.196 2.808 1.422
H -2.573 0.192 -1.397
H -3.137 -1.032 -0.266
H -1.472 -0.556 -0.192
```

Here is a 2-piece molecular cluster, C6H17N2 overall from the Open Molecules 2025 dataset. Energies are from ωB97M-V with the def2-TZVPD basis set.

The value obtained for the gap between HOMO and LUMO is 5.484 eV. Its total charge is +1.

```
25
C6H17N2, DFT ωB97M-V with the def2-TZVPD basis set
C -0.154 1.342 -0.168
N -1.485 0.804 -0.284
C -2.065 0.406 0.971
C -3.394 -0.293 0.749
C 0.953 0.242 -0.266
N 0.540 -0.887 0.383
C 3.421 0.242 -0.700
C 2.280 0.831 0.199
H 0.052 2.106 -0.920
H -0.031 1.780 0.834
H -1.334 -0.042 -0.847
H -1.378 -0.171 1.640
H -2.262 1.323 1.559
H -3.329 -1.114 0.028
H -4.145 0.367 0.300
H -3.909 -0.597 1.661
H 1.026 -0.061 -1.339
H -0.828 -3.834 -1.476
H 1.175 -1.696 0.434
H -0.977 -3.128 -1.493
H 4.412 0.676 -0.626
H 3.178 0.161 -1.770
H 3.442 -0.789 -0.319
H 2.491 0.413 1.183
H 2.318 1.919 0.267
```